(1)
DFT (ωB97M-V/def2-TZVPD) results for a molecular structure, C43H47BrCl3N7O2PS2Ta.

The energy relative to the best compared isomer or geometry (same formula, charge and spin) is 17.7 kJ/mol. As for the largest force on an atom: 0.016 hartree/bohr. For the molecular weight, the calculation gives 1156.2 g/mol. The total energy comes out at -7350.0618 Ha.

```
! wB97M-V def2-TZVPD RIJCOSX def2/J DEFGRID3
* xyz 0 1
Ta 0.78 -0.26 0.25
S 2.94 1.06 0.63
C 3.06 0.99 -1.09
C 4.02 1.56 -1.91
C 3.91 1.37 -3.27
C 2.84 0.63 -3.78
C 1.91 0.11 -2.90
N 2.04 0.27 -1.58
H 4.83 2.14 -1.48
H 4.64 1.79 -3.95
H 2.71 0.48 -4.84
H 1.05 -0.44 -3.24
Cl -5.36 -3.79 -1.91
C -3.86 -2.92 -1.78
C -3.46 -2.41 -0.56
C -2.26 -1.73 -0.50
Cl -1.70 -1.11 1.01
C -1.41 -1.53 -1.59
O -0.28 -0.89 -1.46
C -1.87 -2.06 -2.80
Cl -0.90 -1.89 -4.24
C -3.07 -2.75 -2.91
H -4.07 -2.54 0.32
H -3.37 -3.15 -3.86
Br 0.52 6.41 5.64
C -0.46 6.62 4.03
C 0.13 6.27 2.83
C -0.59 6.41 1.65
C -1.89 6.90 1.69
C -2.45 7.30 2.90
C -1.74 7.14 4.08
N -2.70 7.13 0.52
N -2.84 6.28 -0.37
C -2.23 4.99 -0.27
C -1.38 4.62 -1.27
C -0.67 3.41 -1.22
C -0.85 2.55 -0.17
O -0.16 1.43 -0.07
C -1.82 2.85 0.85
N -2.03 1.94 1.82
C -2.93 2.20 2.73
C -3.71 3.37 2.74
C -3.51 4.31 1.77
C -2.53 4.08 0.78
H 1.14 5.88 2.81
H -0.13 6.12 0.71
H -3.44 7.73 2.90
H -2.18 7.43 5.02
H -1.22 5.31 -2.10
H 0.04 3.15 -1.99
H -3.07 1.45 3.50
H -4.46 3.51 3.51
H -4.10 5.21 1.75
C 0.95 -1.04 7.47
C 0.26 -1.13 6.14
C -0.95 -1.80 5.98
C -1.49 -1.79 4.71
N -0.91 -1.17 3.68
C 0.25 -0.57 3.93
S 1.10 0.32 2.68
N 0.86 -0.52 5.12
H 0.47 -1.67 8.22
H 0.95 -0.01 7.82
H 1.99 -1.34 7.36
H -1.44 -2.31 6.80
H -2.43 -2.29 4.50
C 1.61 -5.93 1.84
C 1.29 -4.43 1.85
C -0.24 -4.24 1.79
C 1.71 -3.85 3.21
P 2.11 -3.47 0.48
N 1.47 -2.01 0.42
C 1.83 -4.34 -1.16
C 2.73 -5.56 -1.39
C 0.36 -4.78 -1.28
C 2.05 -3.33 -2.30
C 3.94 -3.24 0.81
C 4.15 -2.20 1.93
C 4.57 -2.64 -0.46
C 4.70 -4.51 1.19
H 1.19 -6.37 2.75
H 2.68 -6.14 1.83
H 1.15 -6.45 1.00
H -0.67 -4.82 2.60
H -0.69 -4.58 0.86
H -0.50 -3.20 1.94
H 1.03 -4.25 3.97
H 1.63 -2.76 3.23
H 2.72 -4.14 3.50
H 2.64 -6.31 -0.61
H 3.78 -5.29 -1.49
H 2.43 -6.02 -2.33
H 0.10 -5.58 -0.60
H 0.21 -5.14 -2.30
H -0.32 -3.94 -1.12
H 3.09 -3.08 -2.48
H 1.49 -2.41 -2.11
H 1.65 -3.76 -3.22
H 3.49 -1.34 1.83
H 5.18 -1.84 1.85
H 4.04 -2.62 2.92
H 4.01 -1.77 -0.82
H 4.66 -3.36 -1.27
H 5.58 -2.31 -0.21
H 4.39 -4.90 2.16
H 5.76 -4.26 1.27
H 4.62 -5.31 0.45
*
```

Atom charges from the Löwdin analysis, given in e for atoms 1 to 6: Ta 1.334; S 0.600; C -0.734; C -0.074; C -0.058; C -0.052

---

(2)
DFT (ωB97M-V/def2-TZVPD) results for a molecular structure, C43H47IrN3O3S.

The energy relative to the best compared isomer or geometry (same formula, charge and spin) is 26.2 kJ/mol. As for the largest force on an atom: 0.049 hartree/bohr. For the molecular weight, the calculation gives 878.2 g/mol. The total energy comes out at -2559.0963 Ha.

```
! wB97M-V def2-TZVPD RIJCOSX def2/J DEFGRID3
* xyz 1 1
Ir 0.08 -0.28 0.36
C -5.14 0.35 -1.62
C -3.87 -0.52 -1.57
C -3.84 -1.47 -2.77
C -3.79 -1.26 -0.25
C -4.72 -2.26 0.03
C -4.68 -2.95 1.22
C -3.70 -2.67 2.16
C -2.74 -1.70 1.92
C -1.77 -1.33 3.03
C -2.42 -0.28 3.94
C -1.24 -2.52 3.82
C -2.80 -1.00 0.70
N -1.84 0.03 0.45
C -2.28 1.35 0.43
O -3.36 1.73 0.81
C -1.22 2.26 -0.12
C -1.44 3.48 -0.72
C -0.38 4.09 -1.38
C 0.85 3.44 -1.46
C 0.98 2.22 -0.83
N -0.02 1.69 -0.12
C 2.12 1.27 -1.02
O 3.20 1.59 -1.47
N 1.77 -0.01 -0.61
C 2.63 -1.10 -0.99
C 2.43 -1.65 -2.26
C 3.26 -2.68 -2.68
C 4.26 -3.16 -1.86
C 4.45 -2.60 -0.61
C 3.66 -1.56 -0.13
C 4.07 -1.00 1.23
C 3.08 -1.25 2.37
C 4.47 0.48 1.21
C 1.37 -1.10 -3.20
C 1.95 0.00 -4.10
C 0.73 -2.18 -4.08
H -5.21 0.86 -2.59
H -5.14 1.10 -0.83
H -6.03 -0.27 -1.50
H -3.00 0.13 -1.66
H -4.72 -2.11 -2.79
H -2.95 -2.10 -2.74
H -3.83 -0.90 -3.70
H -5.50 -2.48 -0.69
H -5.42 -3.72 1.42
H -3.70 -3.21 3.10
H -0.89 -0.84 2.59
H -3.32 -0.69 4.39
H -2.70 0.61 3.38
H -1.74 0.00 4.75
H -2.03 -2.96 4.44
H -0.44 -2.21 4.48
H -0.86 -3.30 3.15
H -2.43 3.91 -0.69
H -0.51 5.05 -1.86
H 1.68 3.83 -2.02
H 3.13 -3.10 -3.67
H 4.90 -3.96 -2.20
H 5.25 -2.97 0.02
H 4.97 -1.56 1.49
H 2.12 -0.76 2.19
H 3.45 -0.81 3.30
H 2.90 -2.31 2.54
H 3.61 1.14 1.25
H 5.04 0.73 0.31
H 5.09 0.70 2.07
H 0.57 -0.66 -2.58
H 2.66 -0.44 -4.80
H 2.47 0.76 -3.54
H 1.15 0.47 -4.68
H 1.40 -2.50 -4.87
H -0.17 -1.78 -4.56
H 0.44 -3.06 -3.51
O 0.03 -2.37 0.66
S 0.25 -3.30 -0.54
C -1.12 -4.42 -0.55
C -1.74 -4.67 -1.77
C -2.82 -5.54 -1.82
C -3.28 -6.13 -0.65
C -2.65 -5.88 0.56
C -1.56 -5.02 0.62
C 1.51 -4.44 0.02
C 1.99 -5.37 -0.89
C 2.97 -6.26 -0.48
C 3.47 -6.19 0.81
C 2.99 -5.25 1.70
C 2.00 -4.36 1.31
H -1.36 -4.20 -2.67
H -3.30 -5.74 -2.76
H -4.13 -6.79 -0.69
H -3.00 -6.36 1.46
H -1.05 -4.84 1.56
H 1.59 -5.42 -1.90
H 3.35 -6.99 -1.18
H 4.24 -6.88 1.12
H 3.38 -5.19 2.71
H 1.60 -3.62 1.99
*
```

Atom charges from the Löwdin analysis, given in e for atoms 1 to 6: Ir 1.396; C -0.044; C -0.365; C -0.052; C -0.124; C -0.020

---

(3)
DFT (ωB97M-V/def2-TZVPD) results for a molecular structure, C43H47N3O2P2SZn.

The energy relative to the best compared isomer or geometry (same formula, charge and spin) is 80.2 kJ/mol. As for the largest force on an atom: 0.003 hartree/bohr. For the molecular weight, the calculation gives 797.3 g/mol. The total energy comes out at -4841.8325 Ha.

```
! wB97M-V def2-TZVPD RIJCOSX def2/J DEFGRID3
* xyz 0 1
Zn 0.47 0.27 0.36
O -0.64 -1.28 0.15
C -0.08 -2.48 -0.25
C 0.86 -3.04 0.86
C 2.17 -2.33 1.05
C 3.36 -3.04 1.10
C 4.55 -2.37 1.31
C 4.53 -1.00 1.45
C 3.32 -0.34 1.37
C 3.24 1.16 1.43
C 2.99 1.76 0.01
O 1.75 1.41 -0.49
C 4.12 1.23 -0.88
C 3.87 0.23 -1.81
C 4.91 -0.31 -2.55
C 6.21 0.13 -2.37
C 6.47 1.14 -1.45
C 5.43 1.69 -0.71
C 3.03 3.29 0.06
C 2.90 4.03 1.23
C 2.82 5.42 1.19
C 2.87 6.09 -0.02
C 3.01 5.36 -1.19
C 3.09 3.98 -1.15
N 2.16 -0.99 1.19
C -1.23 -3.51 -0.36
C -2.13 -3.60 0.70
C -3.18 -4.49 0.67
C -3.37 -5.32 -0.43
C -2.48 -5.24 -1.49
C -1.42 -4.35 -1.46
C 0.64 -2.33 -1.59
C 1.67 -3.17 -1.99
C 2.27 -3.02 -3.24
C 1.84 -2.02 -4.10
C 0.81 -1.18 -3.71
C 0.21 -1.34 -2.46
H 1.06 -4.10 0.69
H 0.29 -2.97 1.78
H 3.34 -4.12 0.98
H 5.49 -2.92 1.35
H 5.45 -0.43 1.59
H 4.16 1.56 1.85
H 2.40 1.45 2.06
H 2.85 -0.11 -1.95
H 4.70 -1.09 -3.27
H 7.02 -0.29 -2.95
H 7.48 1.50 -1.31
H 5.64 2.48 0.00
H 2.86 3.53 2.19
H 2.72 5.98 2.12
H 2.81 7.17 -0.05
H 3.05 5.88 -2.15
H 3.18 3.41 -2.07
H -2.01 -2.91 1.53
H -3.87 -4.54 1.51
H -4.19 -6.03 -0.45
H -2.61 -5.88 -2.36
H -0.74 -4.29 -2.30
H 2.02 -3.96 -1.34
H 3.08 -3.67 -3.53
H 2.31 -1.89 -5.07
H 0.46 -0.39 -4.37
H -0.60 -0.69 -2.15
C 0.34 1.33 4.10
P -0.54 1.11 2.51
C -1.96 0.08 2.98
C -1.28 2.77 2.25
C -2.21 2.80 1.03
P -1.34 2.26 -0.51
C -0.34 3.74 -0.87
C -2.69 2.46 -1.72
H -0.34 1.68 4.88
H 1.15 2.05 3.99
H 0.77 0.37 4.40
H -2.56 0.56 3.75
H -1.58 -0.88 3.36
H -2.56 -0.13 2.10
H -0.45 3.47 2.12
H -1.82 3.07 3.16
H -2.61 3.81 0.89
H -3.06 2.13 1.17
H -0.97 4.63 -0.95
H 0.22 3.59 -1.79
H 0.41 3.90 -0.08
H -3.01 3.51 -1.76
H -3.53 1.83 -1.44
H -2.35 2.16 -2.71
S -3.53 -0.78 -0.48
C -5.11 -0.56 -0.89
N -5.80 -1.60 -1.50
C -7.08 -1.53 -1.90
C -7.78 -0.38 -1.71
C -7.06 0.67 -1.08
N -5.82 0.60 -0.69
H -5.26 -2.44 -1.63
H -7.49 -2.41 -2.37
H -8.80 -0.27 -2.01
H -7.57 1.61 -0.89
*
```

Atom charges from the Löwdin analysis, given in e for atoms 1 to 6: Zn 0.487; O -0.346; C -0.493; C -0.052; C -0.241; C -0.022

---

(4)
DFT (ωB97M-V/def2-TZVPD) results for a molecular structure, C43H47N3O8PS2Sc.

The energy relative to the best compared isomer or geometry (same formula, charge and spin) is 333.6 kJ/mol. As for the largest force on an atom: 0.088 hartree/bohr. For the molecular weight, the calculation gives 873.9 g/mol. The total energy comes out at -4331.6624 Ha.

```
! wB97M-V def2-TZVPD RIJCOSX def2/J DEFGRID3
* xyz -2 1
Sc 1.61 0.03 0.63
S 3.25 -2.05 0.22
C 4.14 -0.97 -0.69
S 3.77 0.70 -0.91
C 5.29 -1.57 -1.35
C 5.44 -2.93 -1.59
N 5.50 -4.09 -1.88
C 6.44 -0.81 -1.60
N 7.44 -0.24 -1.81
O 0.33 8.17 2.22
C 1.48 7.72 2.39
O 2.59 8.23 2.67
C 1.68 6.26 2.21
C 3.03 5.87 2.45
C 3.44 4.56 2.26
N 2.61 3.62 1.78
C 1.34 3.95 1.58
C 0.79 5.28 1.85
C 0.35 2.97 1.05
O -0.87 3.22 0.97
O 0.88 1.82 0.67
H 3.77 6.54 2.87
H 4.36 4.13 2.59
H -0.33 5.39 1.56
O 0.05 -0.81 2.17
C 0.43 -0.92 3.56
C 1.98 -0.46 3.55
O 2.51 -0.62 4.65
O 2.46 0.04 2.52
C -0.25 0.16 4.37
C -1.13 1.10 3.88
C -1.75 1.97 4.79
C -1.60 1.86 6.14
C -0.73 0.86 6.68
C -0.07 0.01 5.77
C 0.25 -2.31 4.08
C -0.73 -2.79 4.89
C -0.69 -4.14 5.38
C 0.38 -5.02 5.12
C 1.34 -4.49 4.34
C 1.31 -3.21 3.82
H -0.64 -1.47 1.94
H -1.31 1.11 2.81
H -2.45 2.73 4.42
H -2.03 2.64 6.78
H -0.55 0.60 7.71
H 0.63 -0.72 6.14
H -1.63 -2.22 5.08
H -1.54 -4.46 6.02
H 0.45 -6.02 5.63
H 2.19 -5.08 4.08
H 2.27 -2.91 3.29
O 0.33 -0.81 -0.66
P -0.78 -0.70 -1.81
C -0.24 0.78 -2.84
C -1.26 1.38 -3.84
C -0.58 2.63 -4.49
C 0.78 2.37 -5.21
C 1.24 0.89 -4.97
C 1.09 0.40 -3.50
C -0.98 -2.33 -2.78
C -1.35 -2.24 -4.33
C -0.34 -2.77 -5.29
C 0.18 -4.15 -4.85
C 1.03 -3.88 -3.60
C 0.16 -3.32 -2.41
C -2.51 -0.53 -1.09
C -2.56 0.56 0.04
C -3.92 0.61 0.82
C -5.01 -0.28 0.25
C -5.05 -0.47 -1.30
C -3.73 -0.33 -2.05
H -0.02 1.57 -2.06
H -2.17 1.68 -3.22
H -1.51 0.61 -4.60
H -0.44 3.38 -3.71
H -1.10 3.11 -5.36
H 1.51 3.13 -4.95
H 0.56 2.50 -6.30
H 2.33 0.73 -5.15
H 0.83 0.29 -5.82
H 1.83 1.03 -3.01
H 1.40 -0.64 -3.46
H -1.82 -2.82 -2.29
H -1.57 -1.18 -4.56
H -2.35 -2.72 -4.41
H 0.51 -2.06 -5.48
H -0.87 -2.82 -6.22
H 0.60 -4.82 -5.57
H -0.73 -4.72 -4.52
H 1.79 -3.13 -3.84
H 1.55 -4.83 -3.26
H 0.84 -2.89 -1.62
H -0.40 -4.14 -1.90
H -2.74 -1.44 -0.50
H -2.39 1.55 -0.36
H -1.77 0.41 0.83
H -4.25 1.67 0.85
H -3.89 0.37 1.93
H -6.01 -0.04 0.55
H -4.90 -1.28 0.71
H -5.79 0.31 -1.62
H -5.63 -1.37 -1.46
H -3.67 0.66 -2.58
H -3.73 -1.10 -2.86
*
```

Atom charges from the Löwdin analysis, given in e for atoms 1 to 6: Sc 0.717; S 0.613; C -1.182; S 0.589; C -0.439; C -0.316

---

- Which value of molecular weight does entry 2 give?
  878.2 g/mol